# 1
A molecular structure, C52H60IIrN2O3PSe, computed with ωB97M-V/def2-TZVPD.

```
! RIJCOSX wB97M-V def2-TZVPD def2/J DEFGRID3
* xyz 1 1
Ir -0.323 0.194 -0.156
C 4.797 -2.825 -5.380
C 4.876 -2.272 -3.957
C 5.474 -3.356 -3.050
C 5.807 -1.051 -3.964
C 3.506 -1.850 -3.424
C 3.390 -1.338 -2.142
C 2.150 -0.943 -1.665
Se 2.050 0.117 -0.057
C 2.063 -0.713 1.671
C 3.278 -1.002 2.269
C 3.318 -1.361 3.608
C 2.095 -1.425 4.272
C 0.857 -1.111 3.715
C 0.838 -0.687 2.373
O -0.318 -0.305 1.803
C -0.379 -1.287 4.616
C -1.721 -0.930 3.963
C -0.234 -0.411 5.870
C -0.461 -2.765 5.033
C 4.659 -1.617 4.298
C 5.486 -0.323 4.262
C 5.426 -2.727 3.570
C 4.483 -2.035 5.758
C 0.989 -0.969 -2.461
O -0.220 -0.542 -2.013
C 1.086 -1.501 -3.760
C 2.340 -1.923 -4.189
C -0.150 -1.590 -4.659
C 0.167 -2.231 -6.012
C -0.694 -0.177 -4.925
C -1.227 -2.452 -3.979
H 5.798 -3.102 -5.715
H 4.407 -2.086 -6.083
H 4.171 -3.718 -5.433
H 6.426 -3.704 -3.458
H 4.802 -4.212 -2.966
H 5.662 -2.979 -2.043
H 6.801 -1.335 -4.318
H 5.919 -0.625 -2.966
H 5.420 -0.272 -4.624
H 4.259 -1.245 -1.501
H 4.188 -0.936 1.685
H 2.102 -1.728 5.308
H -1.776 0.125 3.693
H -2.512 -1.143 4.685
H -1.905 -1.518 3.065
H -0.156 0.643 5.596
H 0.645 -0.672 6.459
H -1.110 -0.530 6.511
H -0.542 -3.408 4.154
H -1.341 -2.928 5.659
H 0.415 -3.082 5.599
H 5.654 0.015 3.238
H 6.461 -0.484 4.726
H 4.977 0.477 4.804
H 5.693 -2.432 2.553
H 4.829 -3.638 3.511
H 6.351 -2.956 4.102
H 3.975 -1.266 6.343
H 5.463 -2.197 6.209
H 3.920 -2.966 5.847
H 2.417 -2.323 -5.187
H 0.882 -1.642 -6.589
H -0.752 -2.296 -6.596
H 0.560 -3.244 -5.902
H 0.059 0.433 -5.429
H -0.979 0.321 -3.999
H -1.571 -0.235 -5.575
H -0.823 -3.432 -3.713
H -2.061 -2.607 -4.668
H -1.608 -1.982 -3.074
O -2.823 -1.184 -0.389
N -2.419 0.118 -0.173
C -3.290 0.935 0.265
C -3.102 2.372 0.463
C -4.275 3.070 0.768
C -4.269 4.441 0.941
C -3.080 5.142 0.813
C -1.910 4.463 0.515
C -1.899 3.082 0.337
P -0.273 2.366 -0.040
C 0.167 3.040 -1.661
C 1.464 2.999 -2.173
C 1.704 3.351 -3.492
C 0.654 3.729 -4.317
C -0.642 3.750 -3.822
C -0.886 3.403 -2.504
C 0.767 2.984 1.308
C 1.987 3.633 1.144
C 2.781 3.910 2.248
C 2.362 3.544 3.518
C 1.135 2.915 3.690
C 0.343 2.630 2.592
H -3.740 -1.276 -0.079
H -4.293 0.559 0.455
H -5.204 2.522 0.867
H -5.188 4.959 1.176
H -3.059 6.215 0.949
H -0.983 5.017 0.426
H 2.294 2.660 -1.568
H 2.714 3.317 -3.876
H 0.845 3.997 -5.347
H -1.467 4.030 -4.464
H -1.904 3.418 -2.136
H 2.322 3.952 0.167
H 3.727 4.417 2.111
H 2.986 3.755 4.375
H 0.799 2.641 4.680
H -0.597 2.109 2.735
I 3.523 -4.894 0.261
C 1.445 -4.816 0.010
C 0.766 -6.002 -0.242
C -0.607 -5.935 -0.389
C -1.234 -4.702 -0.283
C -0.453 -3.589 -0.033
N 0.873 -3.633 0.111
H 1.300 -6.938 -0.315
H -1.177 -6.833 -0.586
H -2.305 -4.604 -0.396
H -0.912 -2.612 0.046
*
```

## Properties
Energy above the lowest of the compared OMol25 structures with the same formula, charge and spin in kJ/mol: 213.56

Löwdin population analysis, charges in e, atoms 1 to 99: atom 1 (Ir): 1.081, atom 2 (C): -0.062, atom 3 (C): -0.555, atom 4 (C): -0.059, atom 5 (C): -0.044, atom 6 (C): -0.157, atom 7 (C): -0.071, atom 8 (C): -0.370, atom 9 (Se): 1.180, atom 10 (C): -0.371, atom 11 (C): -0.067, atom 12 (C): -0.157, atom 13 (C): 0.034, atom 14 (C): -0.079, atom 15 (C): -0.349, atom 16 (O): -0.322, atom 17 (C): -0.522, atom 18 (C): -0.062, atom 19 (C): -0.036, atom 20 (C): -0.037, atom 21 (C): -0.555, atom 22 (C): -0.043, atom 23 (C): -0.051, atom 24 (C): -0.061, atom 25 (C): -0.345, atom 26 (O): -0.310, atom 27 (C): -0.081, atom 28 (C): 0.049, atom 29 (C): -0.526, atom 30 (C): -0.064, atom 31 (C): -0.037, atom 32 (C): -0.036, atom 33 (H): 0.089, atom 34 (H): 0.088, atom 35 (H): 0.092, atom 36 (H): 0.088, atom 37 (H): 0.072, atom 38 (H): 0.067, atom 39 (H): 0.088, atom 40 (H): 0.076, atom 41 (H): 0.090, atom 42 (H): 0.109, atom 43 (H): 0.110, atom 44 (H): 0.095, atom 45 (H): 0.071, atom 46 (H): 0.087, atom 47 (H): 0.079, atom 48 (H): 0.071, atom 49 (H): 0.080, atom 50 (H): 0.090, atom 51 (H): 0.092, atom 52 (H): 0.088, atom 53 (H): 0.080, atom 54 (H): 0.078, atom 55 (H): 0.088, atom 56 (H): 0.087, atom 57 (H): 0.075, atom 58 (H): 0.078, atom 59 (H): 0.088, atom 60 (H): 0.086, atom 61 (H): 0.089, atom 62 (H): 0.092, atom 63 (H): 0.087, atom 64 (H): 0.089, atom 65 (H): 0.088, atom 66 (H): 0.091, atom 67 (H): 0.088, atom 68 (H): 0.067, atom 69 (H): 0.088, atom 70 (H): 0.092, atom 71 (H): 0.086, atom 72 (H): 0.063, atom 73 (O): -0.012, atom 74 (N): -0.148, atom 75 (C): -0.046, atom 76 (C): -0.180, atom 77 (C): -0.018, atom 78 (C): -0.040, atom 79 (C): -0.035, atom 80 (C): -0.063, atom 81 (C): -0.281, atom 82 (P): 0.903, atom 83 (C): -0.317, atom 84 (C): -0.096, atom 85 (C): -0.053, atom 86 (C): -0.058, atom 87 (C): -0.059, atom 88 (C): -0.077, atom 89 (C): -0.352, atom 90 (C): -0.081, atom 91 (C): -0.059, atom 92 (C): -0.053, atom 93 (C): -0.049, atom 94 (C): -0.084, atom 95 (H): 0.118, atom 96 (H): 0.144, atom 97 (H): 0.120, atom 98 (H): 0.118, atom 99 (H): 0.119

# 2
9 unconnected molecules or ions with the total composition C18H54O9S9, computed with ωB97M-V/def2-TZVPD.

```
! RIJCOSX wB97M-V def2-TZVPD def2/J DEFGRID3
* xyz 0 1
C -41.757 15.965 -6.860
S -43.236 16.096 -5.877
O -44.002 14.847 -6.212
C -42.518 15.722 -4.208
H -41.742 16.828 -7.525
H -41.714 15.025 -7.409
H -40.968 16.036 -6.110
H -41.617 16.283 -3.961
H -42.200 14.679 -4.179
H -43.200 15.815 -3.363
C -36.933 11.601 -0.969
S -38.456 12.096 -1.900
O -38.950 10.725 -2.422
C -39.542 12.458 -0.409
H -36.996 11.152 0.023
H -36.397 12.536 -0.809
H -36.336 10.857 -1.496
H -38.827 12.945 0.254
H -39.759 11.472 0.002
H -40.475 13.012 -0.508
C -36.383 2.397 -1.529
S -36.570 4.289 -1.271
O -35.168 4.885 -1.078
C -36.891 4.759 -3.045
H -36.308 1.844 -0.592
H -35.564 2.182 -2.215
H -37.223 1.971 -2.077
H -36.049 4.310 -3.572
H -36.722 5.834 -2.982
H -37.860 4.584 -3.512
C -35.807 17.200 2.144
S -34.526 18.231 3.073
O -35.437 19.271 3.828
C -34.201 16.874 4.261
H -35.228 16.565 1.472
H -36.622 17.740 1.662
H -36.314 16.508 2.816
H -34.920 16.863 5.080
H -33.193 16.752 4.657
H -34.322 15.885 3.819
C -47.525 9.417 -0.180
S -46.227 10.740 -0.004
O -45.054 10.020 0.634
C -45.783 10.764 -1.830
H -48.272 9.622 -0.946
H -48.037 9.020 0.697
H -47.053 8.482 -0.483
H -46.680 10.895 -2.434
H -45.440 9.832 -2.278
H -44.970 11.389 -2.201
C -39.778 12.585 5.614
S -41.304 13.599 5.592
O -41.004 14.533 4.435
C -42.477 12.343 4.988
H -38.940 13.197 5.280
H -39.816 11.798 4.862
H -39.642 12.234 6.637
H -42.077 11.658 4.240
H -43.392 12.805 4.618
H -42.821 11.661 5.765
C -40.515 4.051 3.105
S -41.533 5.510 3.087
O -40.906 6.494 4.117
C -41.163 6.053 1.322
H -41.227 3.319 2.725
H -40.135 3.695 4.062
H -39.691 4.167 2.400
H -41.823 6.847 0.974
H -41.272 5.258 0.584
H -40.131 6.362 1.154
C -30.617 8.275 -6.128
S -32.260 9.042 -5.776
O -32.133 9.554 -4.344
C -31.986 10.483 -6.945
H -30.665 7.338 -5.572
H -29.733 8.607 -5.583
H -30.380 8.035 -7.164
H -31.024 10.947 -6.725
H -32.835 11.139 -6.750
H -31.856 9.966 -7.895
C -37.314 9.306 -10.479
S -38.825 8.474 -9.771
O -38.349 7.072 -9.406
C -38.907 9.445 -8.173
H -36.668 9.870 -9.807
H -37.680 10.084 -11.148
H -36.748 8.579 -11.061
H -39.763 9.192 -7.548
H -39.106 10.459 -8.519
H -37.963 9.414 -7.628
*
```

## Properties
Energy above the lowest of the compared OMol25 structures with the same formula, charge and spin in kJ/mol: 490.28

Computed Löwdin charges, given in elementary charges: atom 1 (C): -0.270, atom 2 (S): 0.828, atom 3 (O): -0.579, atom 4 (C): -0.260, atom 5 (H): 0.044, atom 6 (H): 0.063, atom 7 (H): 0.035, atom 8 (H): 0.041, atom 9 (H): 0.052, atom 10 (H): 0.046, atom 11 (C): -0.268, atom 12 (S): 0.851, atom 13 (O): -0.615, atom 14 (C): -0.238, atom 15 (H): 0.054, atom 16 (H): 0.034, atom 17 (H): 0.054, atom 18 (H): 0.031, atom 19 (H): 0.050, atom 20 (H): 0.047, atom 21 (C): -0.242, atom 22 (S): 0.828, atom 23 (O): -0.588, atom 24 (C): -0.251, atom 25 (H): 0.036, atom 26 (H): 0.044, atom 27 (H): 0.036, atom 28 (H): 0.045, atom 29 (H): 0.039, atom 30 (H): 0.051, atom 31 (C): -0.253, atom 32 (S): 0.879, atom 33 (O): -0.605, atom 34 (C): -0.291, atom 35 (H): 0.037, atom 36 (H): 0.052, atom 37 (H): 0.041, atom 38 (H): 0.061, atom 39 (H): 0.043, atom 40 (H): 0.037, atom 41 (C): -0.270, atom 42 (S): 0.854, atom 43 (O): -0.596, atom 44 (C): -0.261, atom 45 (H): 0.043, atom 46 (H): 0.047, atom 47 (H): 0.048, atom 48 (H): 0.038, atom 49 (H): 0.050, atom 50 (H): 0.047, atom 51 (C): -0.255, atom 52 (S): 0.832, atom 53 (O): -0.592, atom 54 (C): -0.273, atom 55 (H): 0.048, atom 56 (H): 0.047, atom 57 (H): 0.043, atom 58 (H): 0.051, atom 59 (H): 0.050, atom 60 (H): 0.049, atom 61 (C): -0.293, atom 62 (S): 0.846, atom 63 (O): -0.593, atom 64 (C): -0.245, atom 65 (H): 0.041, atom 66 (H): 0.062, atom 67 (H): 0.046, atom 68 (H): 0.043, atom 69 (H): 0.043, atom 70 (H): 0.050, atom 71 (C): -0.282, atom 72 (S): 0.843, atom 73 (O): -0.582, atom 74 (C): -0.250, atom 75 (H): 0.033, atom 76 (H): 0.058, atom 77 (H): 0.049, atom 78 (H): 0.050, atom 79 (H): 0.042, atom 80 (H): 0.038, atom 81 (C): -0.258, atom 82 (S): 0.846, atom 83 (O): -0.597, atom 84 (C): -0.252, atom 85 (H): 0.044, atom 86 (H): 0.033, atom 87 (H): 0.048, atom 88 (H): 0.047, atom 89 (H): 0.036, atom 90 (H): 0.052

# 3
6 unconnected molecules or ions with the total composition C22H35BO21, computed with ωB97M-V/def2-TZVPD.

```
! RIJCOSX wB97M-V def2-TZVPD def2/J DEFGRID3
* xyz 0 1
C -3.493 -2.192 -3.749
O -3.919 -2.617 -5.050
B -3.080 -2.126 -6.019
O -2.352 -3.036 -6.762
O -3.000 -0.715 -6.149
C -2.994 -0.267 -7.423
O -3.866 0.304 -7.895
O -1.851 -0.474 -8.186
O -0.805 0.120 -7.450
H -3.064 -1.180 -3.742
H -4.350 -2.220 -3.062
H -2.733 -2.863 -3.334
H -1.415 -2.970 -6.528
H -0.515 -0.599 -6.865
C -0.450 1.355 -1.480
C 0.154 0.009 -1.809
C 1.292 0.060 -2.797
O 1.204 -1.225 -3.432
C -0.093 -1.613 -3.354
O -0.560 -2.533 -3.961
O -0.788 -0.830 -2.509
H -1.246 1.245 -0.761
H 0.288 2.034 -1.074
H -0.895 1.803 -2.374
H 0.446 -0.505 -0.888
H 2.255 0.188 -2.325
H 1.164 0.832 -3.560
C -1.033 -1.277 3.728
C -2.130 -0.715 2.856
C -3.220 -1.705 2.537
O -3.690 -1.239 1.267
C -2.650 -0.601 0.668
O -2.625 -0.275 -0.475
O -1.638 -0.390 1.548
H -0.287 -0.507 3.939
H -1.434 -1.639 4.664
H -0.513 -2.087 3.222
H -2.538 0.197 3.301
H -4.022 -1.699 3.272
H -2.852 -2.728 2.418
C 6.390 0.170 1.128
C 5.368 0.209 0.017
C 5.621 1.283 -1.010
O 4.301 1.571 -1.478
C 3.445 1.280 -0.462
O 2.299 1.595 -0.438
O 4.076 0.582 0.518
H 6.163 -0.638 1.825
H 7.395 0.017 0.733
H 6.372 1.097 1.705
H 5.279 -0.776 -0.450
H 6.255 0.943 -1.826
H 6.046 2.196 -0.584
C 2.059 -4.677 7.749
C 1.015 -4.633 6.657
C 1.257 -3.566 5.621
O -0.069 -3.266 5.173
C -0.906 -3.548 6.212
O -2.047 -3.222 6.262
O -0.262 -4.247 7.182
H 1.838 -5.480 8.453
H 3.054 -4.841 7.334
H 2.060 -3.748 8.321
H 0.909 -5.620 6.196
H 1.873 -3.917 4.794
H 1.699 -2.655 6.033
C -2.350 6.881 -1.568
C -1.835 6.279 -0.281
C -0.342 6.395 -0.106
O -0.041 5.256 0.703
C -0.993 4.317 0.439
O -0.931 3.182 0.775
O -2.022 4.859 -0.268
H -3.435 6.783 -1.625
H -2.092 7.938 -1.638
H -1.941 6.356 -2.432
H -2.371 6.700 0.575
H -0.049 7.315 0.398
H 0.210 6.311 -1.046
*
```

## Properties
SMILES: C[C@@H]1COC(=O)O1.C[C@@H]1COC(=O)O1.C[C@@H]1COC(=O)O1.C[C@@H]1COC(=O)O1.C[C@@H]1COC(=O)O1.COB(O)OC(=O)OO

Computed Löwdin charges, given in elementary charges: atom 1 (C): -0.060, atom 2 (O): 0.077, atom 3 (B): -0.734, atom 4 (O): 0.200, atom 5 (O): 0.229, atom 6 (C): -0.564, atom 7 (O): 0.255, atom 8 (O): 0.010, atom 9 (O): 0.032, atom 10 (H): 0.090, atom 11 (H): 0.100, atom 12 (H): 0.083, atom 13 (H): 0.111, atom 14 (H): 0.104, atom 15 (C): -0.030, atom 16 (C): -0.298, atom 17 (C): -0.082, atom 18 (O): 0.069, atom 19 (C): -0.548, atom 20 (O): 0.137, atom 21 (O): 0.079, atom 22 (H): 0.047, atom 23 (H): 0.057, atom 24 (H): 0.104, atom 25 (H): 0.162, atom 26 (H): 0.106, atom 27 (H): 0.147, atom 28 (C): -0.020, atom 29 (C): -0.314, atom 30 (C): -0.091, atom 31 (O): 0.070, atom 32 (C): -0.529, atom 33 (O): 0.159, atom 34 (O): 0.088, atom 35 (H): 0.098, atom 36 (H): 0.063, atom 37 (H): 0.090, atom 38 (H): 0.162, atom 39 (H): 0.142, atom 40 (H): 0.142, atom 41 (C): -0.023, atom 42 (C): -0.334, atom 43 (C): -0.095, atom 44 (O): 0.064, atom 45 (C): -0.541, atom 46 (O): 0.165, atom 47 (O): 0.095, atom 48 (H): 0.086, atom 49 (H): 0.092, atom 50 (H): 0.093, atom 51 (H): 0.160, atom 52 (H): 0.142, atom 53 (H): 0.142, atom 54 (C): -0.022, atom 55 (C): -0.333, atom 56 (C): -0.088, atom 57 (O): 0.000, atom 58 (C): -0.545, atom 59 (O): 0.167, atom 60 (O): 0.094, atom 61 (H): 0.088, atom 62 (H): 0.091, atom 63 (H): 0.093, atom 64 (H): 0.160, atom 65 (H): 0.142, atom 66 (H): 0.144, atom 67 (C): -0.024, atom 68 (C): -0.339, atom 69 (C): -0.104, atom 70 (O): 0.064, atom 71 (C): -0.541, atom 72 (O): 0.167, atom 73 (O): 0.089, atom 74 (H): 0.087, atom 75 (H): 0.090, atom 76 (H): 0.093, atom 77 (H): 0.158, atom 78 (H): 0.138, atom 79 (H): 0.140

The evaluated F_max for the records listed, in turn: 0.61 4.26 4.45 eV Å⁻¹.
The evaluated energy for the records listed, in turn: -5497.35037 -4978.57100 -2464.28120 hartree.
The evaluated HOMO-LUMO gap for the records listed, in turn: 6.49 9.00 9.79 eV.